C5H9ClO2S | the ωB97M-V functional and the def2-TZVPD basis

Each line ends with the natural charge from an NBO analysis.
Positions of all 18 atoms, in Å:
C (-1.637, 3.656, -2.714)  -0.391
C (-0.683, 3.176, -1.954)  -0.214
C (2.046, -1.577, 1.109)  -0.388
C (-0.054, -2.861, 1.714)  -0.673
C (1.000, -1.815, 1.883)  -0.198
O (0.664, -0.257, -1.080)  -0.880
O (-1.458, -0.364, 0.055)  -0.873
S (-0.069, 0.099, 0.061)  1.689
Cl (-0.965, 2.859, -0.268)  -0.011
H (-2.613, 3.882, -2.421)  0.214
H (-1.326, 3.760, -3.760)  0.212
H (2.375, -2.194, 0.231)  0.212
H (0.313, 3.022, -2.355)  0.222
H (2.725, -0.840, 1.414)  0.198
H (0.374, -3.748, 2.049)  0.226
H (-0.604, -2.927, 0.826)  0.235
H (-0.949, -2.588, 2.364)  0.216
H (0.862, -1.283, 2.845)  0.204

Output
ΔE to the lowest compared entry with this formula, charge and spin in kcal/mol: 45.3
E_tot in Eh: -1204.676608
HOMO-LUMO gap in Ha: 0.3547
Lowest unoccupied orbital energy in eV: -0.09